[1]
2 unconnected molecules or ions with the total composition C2H9N3O2 in a non-equilibrium geometry, computed with ωB97M-V/def2-TZVPD.

```
16
Properties=species:S:1:pos:R:3
N -1.21 0.92 -1.18
C -2.00 0.92 -0.05
O -2.68 1.87 0.30
N -1.82 -0.18 0.74
O -1.12 -1.30 0.26
H -1.44 1.65 -1.84
H -1.03 0.01 -1.57
H -2.53 -0.38 1.43
H -0.01 -0.91 0.24
C 2.38 -0.54 -0.16
N 1.19 -0.25 0.64
H 2.25 -0.10 -1.15
H 3.29 -0.12 0.28
H 2.49 -1.62 -0.26
H 1.20 -0.71 1.55
H 1.04 0.75 0.76
```

## Properties
Structure (SMILES): NC(=O)NO.CN
E_tot: -10784.192 eV
Energy above the lowest of the compared OMol25 structures with the same formula, charge and spin: 178.6 kJ/mol
Frontier orbital gap: 0.332 Eh

Löwdin population analysis, charges in e, atoms 1 to 2:
1 N 0.141
2 C -0.641

---

[2]
A molecular structure, ILi in a non-equilibrium geometry, computed with ωB97M-V/def2-TZVPD.

```
2
Properties=species:S:1:pos:R:3
Li 0.00 0.00 -1.60
I 0.00 0.00 1.60
```

## Properties
E_tot: -8306.119 eV
Energy above the lowest of the compared OMol25 structures with the same formula, charge and spin: 83.8 kJ/mol
Frontier orbital gap: 0.220 Eh

Just the Löwdin charges please, in e? Sure, here they are:
1 Li 0.648
2 I -0.648

---

[3]
2 unconnected molecules or ions with the total composition C2HN2 in a non-equilibrium geometry, computed with ωB97M-V/def2-TZVPD.

```
5
Properties=species:S:1:pos:R:3
C 0.90 0.02 -2.30
C -0.67 -0.30 1.75
N 1.09 0.94 -2.90
N -0.42 -0.51 0.67
H -0.90 -0.14 2.79
```

## Properties
E_tot: -5051.789 eV
Net charge: +1
Energy above the lowest of the compared OMol25 structures with the same formula, charge and spin: 699.3 kJ/mol
Frontier orbital gap (spin up / spin down): 0.346 / 0.124 Eh

Löwdin population analysis, charges in e, atoms 1 to 2:
1 C 0.209
2 C 0.177

---

[4]
A gas-phase ion, C5H13N2 (charge +1) in a non-equilibrium geometry, computed with ωB97M-V/def2-TZVPD.

```
20
Properties=species:S:1:pos:R:3
C 0.59 -2.29 1.47
C -0.24 -2.06 0.19
C 0.05 -0.70 -0.52
C 0.09 0.53 0.44
N -0.92 1.52 -0.04
C -0.75 2.44 -0.94
N 0.41 2.64 -1.53
H 1.51 -2.84 1.35
H 0.92 -1.39 2.01
H -0.02 -2.72 2.28
H 0.13 -2.84 -0.46
H -1.30 -2.12 0.39
H 0.98 -0.79 -1.07
H -0.73 -0.42 -1.20
H 1.06 0.98 0.61
H -0.27 0.30 1.45
H -1.79 1.37 0.45
H -1.55 3.12 -1.22
H 1.13 1.93 -1.47
H 0.68 3.34 -2.20
```

## Properties
Structure (SMILES): CCCC/[NH+]=C\N
E_tot: -8369.502 eV
Net charge: +1
Energy above the lowest of the compared OMol25 structures with the same formula, charge and spin: 126.3 kJ/mol
Frontier orbital gap: 0.418 Eh

Löwdin population analysis, charges in e, atoms 1 to 2:
1 C -0.107
2 C -0.221

---

[5]
A molecular structure, C40H33BrMoN11O2S2, computed with ωB97M-V/def2-TZVPD.

```
90
Properties=species:S:1:pos:R:3
Mo -0.25 -0.08 -0.02
N 3.85 0.26 -1.80
C 2.82 0.09 -0.95
S 1.63 1.36 -0.88
N 2.81 -0.98 -0.21
N 1.69 -1.02 0.61
C 1.73 -1.75 1.67
C 2.89 -2.54 2.14
C 3.59 -2.06 3.25
C 4.70 -2.75 3.72
C 5.09 -3.93 3.10
C 4.38 -4.41 2.01
C 3.28 -3.72 1.53
C 0.53 -1.64 2.51
C 0.41 -2.31 3.72
C -0.69 -2.04 4.52
C -1.63 -1.11 4.09
C -1.47 -0.53 2.84
N -0.42 -0.81 2.06
H 3.96 1.12 -2.30
H 4.66 -0.33 -1.67
H 3.28 -1.15 3.74
H 5.24 -2.38 4.57
H 5.95 -4.47 3.46
H 4.68 -5.33 1.53
H 2.71 -4.10 0.69
H 1.17 -3.01 4.03
H -0.81 -2.54 5.47
H -2.49 -0.85 4.69
H -2.19 0.16 2.44
N 3.99 -6.03 -4.26
C 3.04 -5.51 -3.44
C 3.31 -4.38 -2.65
C 2.34 -3.85 -1.83
C 1.08 -4.42 -1.78
C 0.78 -5.52 -2.58
C 1.75 -6.06 -3.39
S -0.16 -3.78 -0.73
O -1.41 -4.40 -1.06
O 0.26 -3.84 0.66
N -0.22 -2.18 -1.02
C -0.28 -1.71 -2.28
N -0.41 -2.43 -3.39
C -0.36 -1.74 -4.52
C -0.20 -0.36 -4.57
C -0.13 0.31 -3.36
N -0.18 -0.38 -2.23
H 4.94 -5.72 -4.18
H 3.83 -6.91 -4.72
H 4.30 -3.94 -2.69
H 2.57 -2.97 -1.24
H -0.21 -5.94 -2.56
H 1.52 -6.92 -4.01
H -0.46 -2.32 -5.43
H -0.15 0.17 -5.51
H -0.02 1.38 -3.28
C 2.08 2.06 4.90
C 0.74 2.42 4.85
C 0.03 2.31 3.67
C 0.67 1.82 2.54
C 2.01 1.45 2.58
C 2.71 1.59 3.76
N -0.10 1.73 1.32
N -0.71 2.80 1.07
C -1.50 2.71 -0.08
C -2.26 3.84 -0.41
C -3.10 3.76 -1.50
C -3.16 2.57 -2.22
C -2.39 1.47 -1.87
C -1.51 1.51 -0.78
H 2.63 2.17 5.82
H 0.24 2.80 5.74
H -1.00 2.60 3.61
H 2.51 1.11 1.68
H 3.76 1.34 3.79
H -2.17 4.73 0.19
H -3.70 4.61 -1.80
H -3.83 2.49 -3.06
H -2.50 0.57 -2.45
Br -6.52 0.07 -0.11
C -4.98 -0.92 0.30
C -5.07 -2.18 0.86
C -3.88 -2.83 1.16
C -2.68 -2.21 0.87
N -2.59 -1.01 0.28
C -3.74 -0.37 0.04
H -6.03 -2.64 1.07
H -3.87 -3.81 1.61
H -1.76 -2.68 1.16
H -3.67 0.62 -0.39
```

## Properties
E_tot: -156065.984 eV
Net charge: +1
Energy above the lowest of the compared OMol25 structures with the same formula, charge and spin: 34.1 kJ/mol
Frontier orbital gap (spin up / spin down): 0.228 / 0.225 Eh

Löwdin population analysis, charges in e, atoms 1 to 2:
1 Mo 1.513
2 N 0.103

---

[6]
2 unconnected molecules or ions with the total composition C2H2BrClO2 in a non-equilibrium geometry, computed with ωB97M-V/def2-TZVPD.

```
8
Properties=species:S:1:pos:R:3
C -0.73 1.74 0.73
C -0.06 -1.82 -0.80
O -0.88 0.62 0.72
O -0.56 2.84 0.62
Cl 2.11 1.16 0.69
Br 1.12 -0.44 -0.94
H -1.07 -1.63 -1.05
H 0.07 -2.45 0.04
```

## Properties
E_tot: -88763.532 eV
Energy above the lowest of the compared OMol25 structures with the same formula, charge and spin: 110.5 kJ/mol
Frontier orbital gap (spin up / spin down): 0.309 / 0.265 Eh

Löwdin population analysis, charges in e, atoms 1 to 2:
1 C -0.604
2 C -0.386

---

[7]
2 unconnected molecules or ions with the total composition C2H7NO2 in a non-equilibrium geometry, computed with ωB97M-V/def2-TZVPD.

```
12
Properties=species:S:1:pos:R:3
O -0.09 -0.96 0.42
C -0.55 0.26 0.24
O 0.15 1.20 -0.22
C -1.94 0.54 0.76
H -2.29 1.51 0.33
H -2.67 -0.22 0.35
H -1.95 0.51 1.88
N 1.97 -0.79 -0.94
H 2.84 -1.23 -0.67
H 2.00 0.23 -0.80
H 1.65 -0.94 -1.89
H 1.11 -1.04 -0.25
```

## Properties
E_tot: -7772.825 eV
Energy above the lowest of the compared OMol25 structures with the same formula, charge and spin: 67.6 kJ/mol
Frontier orbital gap: 0.353 Eh

Löwdin population analysis, charges in e, atoms 1 to 2:
1 O -0.107
2 C -0.652

---

[8]
A single C4H8ClFN2 molecule in a non-equilibrium geometry, computed with ωB97M-V/def2-TZVPD.

```
16
Properties=species:S:1:pos:R:3
C 1.80 0.25 -0.96
N 0.59 -0.12 -0.30
C 0.95 -0.27 1.15
N -0.20 1.15 -0.13
C -1.45 0.81 -0.07
C -2.02 -0.51 -0.27
F -3.07 -0.18 -1.09
Cl -2.65 -1.24 1.22
H 1.53 0.82 -1.91
H 2.54 0.77 -0.27
H 2.30 -0.68 -1.31
H 0.16 -0.60 1.73
H 1.46 0.56 1.61
H 1.57 -1.21 1.36
H -2.24 1.52 -0.01
H -1.25 -1.09 -0.76
```

## Properties
Structure (SMILES): CN(C)/N=C\[C@H](F)Cl
E_tot: -22495.145 eV
Energy above the lowest of the compared OMol25 structures with the same formula, charge and spin: 219.6 kJ/mol
Frontier orbital gap: 0.379 Eh

Löwdin population analysis, charges in e, atoms 1 to 2:
1 C -0.150
2 N -0.265

---

[9]
2 unconnected molecules or ions with the total composition C4H14N3O in a non-equilibrium geometry, computed with ωB97M-V/def2-TZVPD.

```
22
Properties=species:S:1:pos:R:3
C 0.00 2.29 0.29
C -0.73 1.50 -0.72
C -0.43 0.01 -0.69
C -1.44 -0.78 -0.23
N -1.58 -2.17 -0.04
N 0.72 -0.49 -1.22
N 1.29 1.51 0.76
H -0.51 2.60 1.22
H 0.26 3.25 -0.11
H -1.82 1.63 -0.39
H -0.51 1.82 -1.87
H -2.27 -0.25 0.28
H -2.41 -2.53 0.63
H -1.42 -2.87 -0.71
H 0.96 -0.23 -2.14
H 1.02 -1.47 -1.05
H 0.93 0.89 1.55
H 1.53 0.90 -0.15
H 2.00 2.16 0.98
H 1.88 -2.50 1.86
H 1.04 -3.06 0.72
O 1.46 -2.22 1.05
```

## Properties
E_tot: -10885.010 eV
Net charge: +1
Energy above the lowest of the compared OMol25 structures with the same formula, charge and spin: 304.0 kJ/mol
Frontier orbital gap: 0.298 Eh

Löwdin population analysis, charges in e, atoms 1 to 2:
1 C -0.147
2 C -0.161

---

[10]
2 unconnected molecules or ions with the total composition ClH6N3P in a non-equilibrium geometry, computed with ωB97M-V/def2-TZVPD.

```
11
Properties=species:S:1:pos:R:3
N 0.53 0.12 0.34
N -1.52 1.14 -0.79
N 0.06 -1.13 -1.95
P -0.40 -0.08 -1.00
Cl 2.30 -0.25 2.91
H 1.33 -0.45 0.44
H 0.19 0.54 1.21
H -2.28 1.41 -1.34
H -1.52 1.31 0.24
H -0.20 -1.42 -2.87
H 1.49 -1.20 2.80
```

## Properties
E_tot: -26371.916 eV
Net charge: +1
Energy above the lowest of the compared OMol25 structures with the same formula, charge and spin: 221.4 kJ/mol
Frontier orbital gap: 0.398 Eh

Löwdin population analysis, charges in e, atoms 1 to 2:
1 N -0.076
2 N -0.035

---

[11]
2 unconnected molecules or ions with the total composition C5H14 in a non-equilibrium geometry, computed with ωB97M-V/def2-TZVPD.

```
19
Properties=species:S:1:pos:R:3
C -0.74 0.25 -2.26
C -1.82 -0.55 -1.48
C -1.23 -1.40 -0.35
H -0.87 1.34 -2.22
H -0.81 -0.03 -3.30
H 0.29 0.08 -1.95
H -2.64 0.09 -1.18
H -2.18 -1.29 -2.18
H -0.46 -2.06 -0.76
H -0.67 -0.82 0.41
H -1.98 -1.96 0.20
C 1.97 0.25 2.44
C 1.63 1.40 1.47
H 1.11 -0.39 2.65
H 2.70 -0.41 2.00
H 2.34 0.70 3.35
H 0.80 1.97 1.87
H 2.46 2.10 1.46
H 1.31 1.08 0.48
```

## Properties
Structure (SMILES): CCC.CC
E_tot: -5411.735 eV
Energy above the lowest of the compared OMol25 structures with the same formula, charge and spin: 30.3 kJ/mol
Frontier orbital gap: 0.458 Eh

Löwdin population analysis, charges in e, atoms 1 to 2:
1 C -0.121
2 C -0.299

---

[12]
3 unconnected molecules or ions with the total composition C6H12O in a non-equilibrium geometry, computed with ωB97M-V/def2-TZVPD.

```
19
Properties=species:S:1:pos:R:3
C -1.02 -0.43 -2.78
C -1.45 0.68 -2.05
O 0.22 0.77 -0.91
C 0.73 1.00 0.42
C 0.12 0.13 1.50
C 1.01 -0.37 2.60
C 0.54 -1.31 1.52
H -0.87 -0.26 -3.85
H 0.25 -0.13 -1.92
H -1.42 -1.42 -2.52
H -2.12 0.67 -1.21
H -1.26 1.64 -2.51
H 1.81 0.80 0.39
H 0.65 2.05 0.78
H -0.90 0.35 1.82
H 2.05 -0.05 2.59
H 0.59 -0.47 3.60
H 1.26 -1.60 0.76
H -0.19 -2.06 1.77
```

## Properties
E_tot: -8459.373 eV
Energy above the lowest of the compared OMol25 structures with the same formula, charge and spin: 480.6 kJ/mol
Frontier orbital gap: 0.372 Eh

Löwdin population analysis, charges in e, atoms 1 to 2:
1 C -0.138
2 C -0.056